1.
{
  "formula": "C3H5N4",
  "method": "ωB97M-V/def2-TZVPD",
  "elements": ["N", "C", "H", "C", "N", "H", "H", "H", "H", "N", "N", "C"],
  "xyz": [[0.6443, 0.1222, 0.1305], [-0.1180, 0.3030, 1.2661], [2.7523, 0.5573, 0.9833], [2.3017, 0.4112, 0.0277], [-1.3495, 0.1358, 0.9609], [2.6897, 0.2020, -0.9453], [-3.3849, -0.3259, -0.4965], [-2.4061, -0.5605, -2.0954], [0.2607, 0.5403, 2.2401], [-1.3541, -0.1387, -0.3770], [-0.1219, -0.1426, -0.8828], [-2.4545, -0.3578, -1.0381]],
  "forces_ev_per_angstrom": [[4.7473, 1.1349, 0.6420], [0.4289, -0.1722, -0.8618], [0.0096, -0.0153, 0.3494], [-5.0362, -0.8628, -0.0681], [-1.2153, -0.0177, 0.4414], [0.0463, -0.0813, -0.2503], [0.0750, 0.0322, 0.1387], [0.1788, 0.0059, -0.0019], [0.1169, 0.0410, 0.1694], [1.8591, 0.4226, 1.3826], [0.0517, -0.1825, -0.9813], [-1.2619, -0.3047, -0.9599]],
  "lowdin_charge": [-0.0660, -0.0624, 0.0576, 0.2917, 0.1750, 0.0604, 0.1140, 0.1135, 0.1490, -0.1843, 0.1601, 0.1912],
  "homo_energy_ev": [-14.61, -13.68],
  "e_above_lowest_kj_mol": 499.7,
  "charge": 1
}


2.
{
  "formula": "H2NO",
  "method": "ωB97M-V/def2-TZVPD",
  "elements": ["H", "H", "N", "O"],
  "xyz": [[-0.4686, -0.2284, -0.8369], [-0.5970, 0.0817, 0.7964], [-0.1578, 0.3133, -0.0350], [1.2234, -0.1666, 0.0755]],
  "forces_ev_per_angstrom": [[-0.8429, -0.1126, 0.4959], [-1.3745, -1.0924, 1.6586], [2.4104, 0.9496, -2.4400], [-0.1930, 0.2553, 0.2855]],
  "lowdin_charge": [-0.0144, -0.0542, -0.2788, -0.6525],
  "smiles": "N[O-]",
  "homo_energy_ev": -0.66,
  "e_above_lowest_kj_mol": 0.0,
  "charge": -1
}


3.
{
  "formula": "C5H10N3O",
  "method": "ωB97M-V/def2-TZVPD",
  "elements": ["C", "H", "N", "H", "N", "O", "C", "H", "H", "H", "H", "C", "H", "N", "C", "C", "H", "H", "H"],
  "xyz": [[2.6755, -0.9068, -0.0162], [-2.4861, 1.7989, -0.3042], [0.1567, 1.9500, -0.2744], [0.3675, 2.7734, 0.2897], [-0.6221, 0.9051, 0.3452], [1.4644, 0.0418, -0.0828], [-1.5820, -1.5543, -0.0771], [3.5680, -0.6773, -0.7095], [2.3487, -1.9283, -0.2926], [-0.3901, 2.2248, -1.1108], [1.0040, 1.2560, -0.3754], [-1.9588, 0.8144, -0.0149], [-2.0781, -2.5030, -0.3293], [-0.3428, -1.5606, 0.0481], [0.2856, -0.3561, 0.5431], [-2.4631, -0.4141, 0.0173], [3.1049, -0.9006, 0.9196], [-3.4959, -0.6086, -0.1882], [0.4435, -0.3548, 1.6126]],
  "forces_ev_per_angstrom": [[-0.3570, -0.4263, -2.9296], [0.7851, -1.7946, 0.7281], [-1.7099, -0.3533, -0.7370], [-0.2684, -0.2095, 0.4129], [0.7789, 0.7127, 0.5064], [2.3272, -2.0731, -0.5807], [-2.0053, -0.6987, 0.1688], [-2.1249, 0.5567, 0.5528], [-0.2097, 0.7909, 0.2513], [1.1549, 0.0553, 0.1520], [0.9795, 1.1909, -1.1169], [0.1576, 1.1665, -0.1754], [0.3268, 0.3153, -0.1145], [3.1059, 0.9189, 0.5591], [-1.8744, 0.2018, 0.1040], [-1.0393, -0.1019, -0.6113], [0.3020, 0.2381, 2.4171], [-0.3786, 0.1739, 0.0533], [0.0497, -0.6637, 0.3596]],
  "lowdin_charge": [0.0699, 0.1688, 0.2077, 0.1782, -0.0494, -0.1418, -0.1415, 0.1327, 0.1016, 0.1785, 0.0920, -0.0696, 0.1362, 0.1390, -0.2800, -0.0520, 0.0563, 0.1076, 0.1659],
  "smiles": "CO[C@@H]1N=CC=CN1[NH3+]",
  "homo_energy_ev": -12.92,
  "e_above_lowest_kj_mol": 391.0,
  "charge": 1
}


4.
{
  "formula": "C4H7NO2",
  "method": "ωB97M-V/def2-TZVPD",
  "elements": ["H", "H", "H", "H", "C", "H", "C", "C", "H", "O", "C", "O", "H", "N"],
  "xyz": [[-2.3586, -0.1357, 1.0028], [-0.8279, 1.9740, -0.7533], [-2.4835, -1.0967, -0.4725], [2.2463, 0.2955, -1.1980], [2.1939, 0.2541, -0.0962], [1.1575, -0.5552, 1.5772], [-2.1919, -0.1203, -0.0805], [1.2791, -0.7988, 0.5144], [1.7772, -1.7722, 0.4270], [0.0005, -0.9856, -0.0834], [-0.7297, 0.1365, -0.3121], [2.9089, 0.9211, 0.6122], [-2.8145, 0.6623, -0.5202], [-0.1572, 1.2212, -0.6174]],
  "forces_ev_per_angstrom": [[-0.0019, -0.0312, -0.1584], [0.0903, -0.0977, 0.0488], [0.0514, 0.1139, 0.0067], [-0.0101, 0.0177, 0.0960], [0.2086, 0.0777, 0.2192], [0.0321, -0.0208, -0.1619], [-0.0462, 0.0292, -0.0646], [0.1840, 0.0483, 0.1559], [-0.0404, 0.1830, 0.0284], [-0.0887, 0.0487, -0.0069], [-0.0964, 0.1954, 0.0487], [-0.2170, -0.2769, -0.3648], [0.1253, -0.1245, 0.0413], [-0.1911, -0.1628, 0.1116]],
  "lowdin_charge": [0.0930, 0.0752, 0.0858, 0.1226, -0.2766, 0.1360, -0.0003, -0.1352, 0.1358, -0.0506, -0.4850, 0.0435, 0.0813, 0.1746],
  "smiles": "[H]/N=C(\\C)OCC=O",
  "homo_energy_ev": -9.61,
  "e_above_lowest_kj_mol": 152.0
}